one) # C4H11N3O2

A cluster of 2 separate species, C4H11N3O2 in total (wB97M-V/def2-TZVPD, the OMol25 dataset).

Summary:
**HOMO energy**: -8.31 eV
**HOMO-LUMO gap**: 8.89 eV
**Total charge**: 0
**Structure (SMILES)**: [H]/N=C(\N)NC.CC(=O)O

Structure (XYZ):
```
20
C4H11N3O2, DFT wB97M-V/def2-TZVPD
H 0.022 1.830 2.748
N 0.015 1.756 1.733
C 0.889 0.867 1.173
N 1.195 -0.296 1.932
N 1.551 1.034 0.006
C 1.331 2.234 -0.654
H 2.115 -0.747 1.717
H 0.266 -0.840 1.846
H 1.901 0.216 -0.612
H 1.909 2.280 -1.643
H 1.753 3.069 -0.138
H 0.124 2.408 -0.724
C -1.769 -2.400 -1.640
C -1.266 -1.513 -0.533
O -0.082 -1.519 -0.132
O -2.005 -0.524 -0.118
H -0.989 -2.821 -2.463
H -2.608 -1.803 -2.194
H -2.259 -3.209 -1.086
H -2.094 -0.022 0.783
```

Results of the Löwdin charge analysis, in e, for atoms 1 through 8:
1 H 0.016
2 N 0.053
3 C -0.569
4 N 0.053
5 N -0.055
6 C -0.170
7 H 0.093
8 H 0.100



two) # C4H11N3O2

A cluster of 2 separate species, C4H11N3O2 in total (wB97M-V/def2-TZVPD, the OMol25 dataset).

Summary:
**HOMO energy**: -7.68 eV
**HOMO-LUMO gap**: 7.77 eV
**Total charge**: 0

Structure (XYZ):
```
20
C4H11N3O2, DFT wB97M-V/def2-TZVPD
C -2.430 0.972 -0.299
C -0.161 1.199 -1.179
N -0.976 0.506 -0.432
N -0.604 2.244 -1.988
N 1.078 0.703 -1.203
H -0.602 -0.202 0.287
H -2.409 2.049 -0.796
H -2.568 0.877 0.832
H -1.235 2.029 -2.726
H 0.121 2.838 -2.286
H 1.387 0.132 -0.303
H 1.812 1.210 -1.657
H -3.114 0.394 -0.921
C 1.940 -2.550 1.860
C 0.757 -1.540 1.715
O 0.781 -0.368 1.365
O -0.381 -2.042 1.874
H 1.467 -3.551 1.763
H 2.374 -2.461 2.892
H 2.764 -2.437 1.200
```

Results of the Löwdin charge analysis, in e, for atoms 1 through 8:
1 C -0.017
2 C -0.456
3 N 0.049
4 N 0.148
5 N 0.167
6 H 0.131
7 H 0.101
8 H 0.114



three) # C4H11N3O2

A cluster of 2 separate species, C4H11N3O2 in total (wB97M-V/def2-TZVPD, the OMol25 dataset).

Summary:
**HOMO energy**: -9.38 eV
**HOMO-LUMO gap**: 9.86 eV
**Total charge**: 0
**Structure (SMILES)**: [H]/N=C(/N)NC.CC(=O)O

Structure (XYZ):
```
20
C4H11N3O2, DFT wB97M-V/def2-TZVPD
H 1.284 -0.774 -1.858
N 0.451 -0.196 -1.862
C -0.575 -0.955 -1.937
N -1.807 -0.440 -2.229
N -0.538 -2.328 -1.652
C -0.535 -2.678 -0.234
H -1.999 0.476 -2.582
H -2.611 -1.018 -2.038
H -1.174 -2.925 -2.164
H 0.028 -1.949 0.340
H -0.077 -3.647 -0.049
H -1.548 -2.700 0.181
C -0.078 0.738 2.192
C 0.940 1.832 2.013
O 1.584 2.356 2.869
O 1.111 2.221 0.729
H 0.227 -0.288 1.994
H -0.909 0.898 1.519
H -0.480 0.784 3.205
H 0.480 1.941 0.058
```

Results of the Löwdin charge analysis, in e, for atoms 1 through 8:
1 H 0.048
2 N 0.109
3 C -0.601
4 N 0.133
5 N -0.045
6 C -0.102
7 H 0.092
8 H 0.091



four) # C4H11N3O2

A structure of composition C4H11N3O2 (wB97M-V/def2-TZVPD, the OMol25 dataset).

Summary:
**HOMO energy**: -8.69 eV
**HOMO-LUMO gap**: 9.39 eV
**Total charge**: 0

Structure (XYZ):
```
20
C4H11N3O2, DFT wB97M-V/def2-TZVPD
C -0.678 -1.633 1.155
C -0.062 -1.430 -1.295
C 0.053 -0.806 0.102
O 1.346 -0.472 0.427
H -1.098 -1.591 -1.604
H -0.229 -2.624 1.208
H -1.737 -1.739 0.911
H -0.583 -1.152 2.127
H 0.453 -2.389 -1.265
H 0.452 -0.800 -2.023
C 0.772 1.268 0.139
N -1.426 1.159 -0.798
N 1.168 1.874 1.311
O 1.171 1.884 -0.987
N -0.474 0.632 0.093
H 1.489 2.776 -0.795
H -1.339 0.749 -1.725
H -2.346 0.951 -0.426
H 2.166 2.047 1.347
H 0.900 1.297 2.099
```

Results of the Löwdin charge analysis, in e, for atoms 1 through 8:
1 C -0.020
2 C -0.025
3 C -0.639
4 O -0.083
5 H 0.075
6 H 0.081
7 H 0.078
8 H 0.075



Referenced to the most stable arrangement, the calculated values in hartree are one) 0.0792; two) 0.0278; three) 0.0000; four) 0.0720.



one) # C4H11N3O2

A cluster of 2 separate species, C4H11N3O2 in total (wB97M-V/def2-TZVPD, the OMol25 dataset).

Summary:
**HOMO energy**: -8.33 eV
**HOMO-LUMO gap**: 9.03 eV
**Total charge**: 0
**Structure (SMILES)**: CN=C(N)N.CC(=O)O

Structure (XYZ):
```
20
C4H11N3O2, DFT wB97M-V/def2-TZVPD
C 0.792 2.965 0.831
N 0.491 1.580 0.522
C 0.283 1.254 -0.816
N 0.354 2.178 -1.949
N 0.253 -0.003 -1.217
H 1.124 3.817 0.196
H 1.646 2.848 1.570
H -0.164 3.272 1.315
H 0.194 3.105 -1.689
H 0.963 1.870 -2.720
H 0.797 -0.733 -0.685
H 0.443 -0.048 -2.207
C -1.543 -3.459 0.618
C -0.265 -2.672 0.935
O 0.803 -2.666 0.335
O -0.312 -1.573 1.783
H -1.345 -4.469 0.509
H -2.186 -2.840 0.055
H -2.345 -3.609 1.309
H 0.017 -0.818 1.304
```

Results of the Löwdin charge analysis, in e, for atoms 1 through 8:
1 C -0.213
2 N -0.031
3 C -0.469
4 N 0.105
5 N 0.113
6 H 0.062
7 H 0.081
8 H 0.072



two) # C4H11N3O2

A cluster of 2 separate species, C4H11N3O2 in total (wB97M-V/def2-TZVPD, the OMol25 dataset).

Summary:
**HOMO energy**: -9.10 eV
**HOMO-LUMO gap**: 9.91 eV
**Total charge**: 0
**Structure (SMILES)**: CN=C(N)N.CC(=O)O

Structure (XYZ):
```
20
C4H11N3O2, DFT wB97M-V/def2-TZVPD
C -1.191 0.142 2.623
N -0.527 0.396 1.305
C -0.310 1.619 0.890
N -0.558 2.858 1.489
N 0.446 1.881 -0.236
H -0.891 0.967 3.373
H -0.677 -0.854 3.009
H -2.220 0.160 2.690
H -0.476 2.996 2.475
H 0.055 3.616 1.033
H 0.898 1.060 -0.785
H -0.042 2.360 -0.894
C 1.017 -2.848 -2.325
C 0.349 -1.567 -1.608
O 0.825 -0.457 -1.905
O -0.139 -2.007 -0.505
H 0.710 -3.767 -1.744
H 2.028 -2.717 -2.166
H 0.799 -2.704 -3.355
H -0.387 -1.419 0.249
```

Results of the Löwdin charge analysis, in e, for atoms 1 through 8:
1 C -0.130
2 N -0.018
3 C -0.522
4 N 0.097
5 N 0.089
6 H 0.074
7 H 0.105
8 H 0.026



three) # C4H11N3O2

A cluster of 2 separate species, C4H11N3O2 in total (wB97M-V/def2-TZVPD, the OMol25 dataset).

Summary:
**HOMO energy**: -8.86 eV
**HOMO-LUMO gap**: 9.69 eV
**Total charge**: 0
**Structure (SMILES)**: [H]/N=C(\N)NC.CC(=O)O

Structure (XYZ):
```
20
C4H11N3O2, DFT wB97M-V/def2-TZVPD
H -0.298 0.195 2.604
N 0.038 0.205 1.672
C 0.227 1.234 0.942
N 0.443 2.570 1.532
N 0.250 1.136 -0.491
C 0.760 2.404 -1.146
H -0.318 3.273 1.349
H 0.625 2.592 2.542
H 0.662 0.318 -0.993
H 1.823 2.476 -1.248
H 0.719 3.168 -0.398
H 0.203 2.840 -1.949
C -0.430 -3.676 -0.861
C -0.618 -2.219 -0.394
O -0.009 -1.391 -1.116
O -1.346 -1.860 0.648
H -1.047 -3.814 -1.856
H -0.787 -4.456 -0.234
H 0.659 -4.011 -1.221
H -1.556 -0.985 0.619
```

Results of the Löwdin charge analysis, in e, for atoms 1 through 8:
1 H 0.038
2 N 0.102
3 C -0.471
4 N 0.044
5 N 0.001
6 C -0.101
7 H 0.102
8 H 0.081



four) # C4H11N3O2

A cluster of 2 separate species, C4H11N3O2 in total (wB97M-V/def2-TZVPD, the OMol25 dataset).

Summary:
**HOMO energy (alpha / beta)**: -8.14 / -6.66 eV
**HOMO-LUMO gap (alpha / beta)**: 7.90 / 5.71 eV
**Total charge**: 0

Structure (XYZ):
```
20
C4H11N3O2, DFT wB97M-V/def2-TZVPD
C 1.984 -1.709 -0.085
C 0.674 1.887 0.450
N 0.220 0.507 0.619
O 1.840 -0.393 -0.518
H 0.460 0.105 1.524
H 2.679 -2.252 -0.744
H 2.359 -1.791 0.948
H 1.027 -2.259 -0.124
H 0.246 2.284 -0.468
H 1.756 1.860 0.336
H 0.365 2.523 1.282
C -1.696 0.101 -1.115
N -0.604 -0.097 -1.815
C -2.092 -0.085 1.341
N -1.334 0.408 0.422
O -2.863 0.125 -1.379
H 0.446 -0.257 -1.354
H -0.696 -0.303 -2.798
H -2.897 -0.760 1.085
H -1.874 0.106 2.389
```

Results of the Löwdin charge analysis, in e, for atoms 1 through 8:
1 C -0.279
2 C -0.080
3 N -0.017
4 O -0.347
5 H 0.127
6 H 0.066
7 H 0.058
8 H 0.057



Referenced to the most stable arrangement, the calculated values in hartree are one) 0.0378; two) 0.0000; three) 0.0237; four) 0.1444.



one) # C3H3NO2

An isolated molecule of C3H3NO2 (wB97M-V/def2-TZVPD, the OMol25 dataset).

Summary:
**HOMO energy (alpha / beta)**: -9.26 / -9.26 eV
**HOMO-LUMO gap (alpha / beta)**: 7.42 / 7.43 eV
**Total charge**: 0

Structure (XYZ):
```
9
C3H3NO2, DFT wB97M-V/def2-TZVPD
C 1.588 -0.669 0.258
C -0.820 0.112 -0.591
C 0.608 0.339 0.030
N 2.341 -1.501 0.473
O -1.637 -0.096 0.540
O -0.697 0.188 1.502
H -1.254 1.014 -1.197
H -0.985 -0.836 -1.114
H 0.856 1.448 0.098
```

Results of the Löwdin charge analysis, in e, for atoms 1 through 8:
1 C -0.190
2 C -0.174
3 C 0.018
4 N 0.195
5 O -0.189
6 O -0.084
7 H 0.151
8 H 0.120



two) # C3H3NO2

An isolated molecule of C3H3NO2 (wB97M-V/def2-TZVPD, the OMol25 dataset).

Summary:
**HOMO energy**: -9.73 eV
**HOMO-LUMO gap**: 9.92 eV
**Total charge**: 0
**Structure (SMILES)**: NC(=O)C#CO

Structure (XYZ):
```
9
C3H3NO2, DFT wB97M-V/def2-TZVPD
N -1.165 -0.557 1.337
C -0.445 0.437 0.803
O -0.336 1.526 1.330
C 0.314 0.121 -0.362
C 1.147 0.342 -1.211
O 2.042 0.238 -2.188
H -1.530 -1.281 0.692
H -1.727 -0.244 2.240
H 1.700 -0.582 -2.641
```

Results of the Löwdin charge analysis, in e, for atoms 1 through 8:
1 N 0.120
2 C -0.645
3 O 0.063
4 C 0.064
5 C -0.113
6 O 0.068
7 H 0.116
8 H 0.177



three) # C3H3NO2

A structure of composition C3H3NO2 (wB97M-V/def2-TZVPD, the OMol25 dataset).

Summary:
**HOMO energy (alpha / beta)**: -9.00 / -9.00 eV
**HOMO-LUMO gap (alpha / beta)**: 9.39 / 9.39 eV
**Total charge**: 0

Structure (XYZ):
```
9
C3H3NO2, DFT wB97M-V/def2-TZVPD
O -0.675 1.550 0.458
C -0.226 0.324 0.093
C -0.946 -0.821 0.053
O -0.202 -1.867 -0.241
C 1.130 -0.006 -0.142
N 1.363 -1.218 -0.517
H -0.303 2.195 -0.154
H 1.887 0.679 0.234
H -2.027 -0.837 0.216
```

Results of the Löwdin charge analysis, in e, for atoms 1 through 8:
1 O 0.042
2 C -0.354
3 C -0.112
4 O -0.035
5 C -0.139
6 N 0.198
7 H 0.110
8 H 0.141



four) # C3H3NO2

An isolated molecule of C3H3NO2 (wB97M-V/def2-TZVPD, the OMol25 dataset).

Summary:
**HOMO energy**: -9.21 eV
**HOMO-LUMO gap**: 9.58 eV
**Total charge**: 0
**Structure (SMILES)**: Oc1cnco1

Structure (XYZ):
```
9
C3H3NO2, DFT wB97M-V/def2-TZVPD
O 2.018 -0.336 0.105
C 0.720 0.079 -0.107
C -0.292 1.010 -0.047
N -1.566 0.367 -0.054
C -1.291 -0.849 0.064
O -0.033 -1.170 -0.078
H 2.602 0.383 -0.423
H -0.115 2.080 0.398
H -2.044 -1.565 0.141
```

Results of the Löwdin charge analysis, in e, for atoms 1 through 8:
1 O 0.043
2 C -0.278
3 C -0.084
4 N 0.079
5 C -0.280
6 O 0.063
7 H 0.194
8 H 0.144



Referenced to the most stable arrangement, the calculated values in hartree are one) 0.1716; two) 0.0124; three) 0.0375; four) 0.0000.



one) # C3H3NO2

A structure of composition C3H3NO2 (wB97M-V/def2-TZVPD, the OMol25 dataset).

Summary:
**HOMO energy**: -9.97 eV
**HOMO-LUMO gap**: 9.85 eV
**Total charge**: 0

Structure (XYZ):
```
9
C3H3NO2, DFT wB97M-V/def2-TZVPD
C 0.911 0.519 -0.738
C -0.035 0.053 0.003
C 1.319 -0.313 0.491
N -1.995 -0.049 0.034
O -2.403 -1.134 -0.181
O -2.494 0.994 0.264
H 1.280 1.058 -1.574
H 1.694 -1.318 0.341
H 1.723 0.190 1.360
```

Results of the Löwdin charge analysis, in e, for atoms 1 through 8:
1 C -0.003
2 C -0.013
3 C -0.104
4 N -0.322
5 O 0.101
6 O 0.102
7 H 0.088
8 H 0.076



two) # C3H3NO2

An isolated molecule of C3H3NO2 (wB97M-V/def2-TZVPD, the OMol25 dataset).

Summary:
**HOMO energy**: -9.04 eV
**HOMO-LUMO gap**: 8.69 eV
**Total charge**: 0

Structure (XYZ):
```
9
C3H3NO2, DFT wB97M-V/def2-TZVPD
O -1.152 1.407 -1.145
C -0.147 0.716 -0.326
N 0.484 1.580 -1.039
O 2.026 -0.762 0.531
C 0.903 -1.033 0.924
C -0.294 -0.311 0.537
H -1.264 0.881 -1.961
H 0.727 -1.900 1.594
H -1.283 -0.578 0.885
```

Results of the Löwdin charge analysis, in e, for atoms 1 through 8:
1 O 0.075
2 C -0.380
3 N 0.282
4 O 0.009
5 C -0.313
6 C -0.041
7 H 0.154
8 H 0.114



three) # C3H3NO2

An isolated molecule of C3H3NO2 (wB97M-V/def2-TZVPD, the OMol25 dataset).

Summary:
**HOMO energy**: -10.83 eV
**HOMO-LUMO gap**: 10.78 eV
**Total charge**: 0
**Structure (SMILES)**: N#C[C@@H](O)C=O

Structure (XYZ):
```
9
C3H3NO2, DFT wB97M-V/def2-TZVPD
N 2.279 -0.506 -1.093
C 1.385 -0.183 -0.435
C 0.235 0.238 0.396
O -0.225 1.523 0.054
C -0.940 -0.740 0.228
O -1.266 -1.133 -0.861
H 0.549 0.291 1.442
H -0.503 1.489 -0.875
H -1.514 -0.979 1.144
```

Results of the Löwdin charge analysis, in e, for atoms 1 through 8:
1 N 0.174
2 C -0.146
3 C -0.344
4 O 0.005
5 C -0.185
6 O 0.093
7 H 0.151
8 H 0.115



Referenced to the most stable arrangement, the calculated values in hartree are one) 0.2181; two) 0.1320; three) 0.0000.



one) # C4H5OP

An isolated molecule of C4H5OP (wB97M-V/def2-TZVPD, the OMol25 dataset).

Summary:
**HOMO energy (alpha / beta)**: -7.97 / -8.61 eV
**HOMO-LUMO gap (alpha / beta)**: 6.79 / 8.55 eV
**Total charge**: 0

Structure (XYZ):
```
11
C4H5OP, DFT wB97M-V/def2-TZVPD
C 1.196 0.560 -0.471
C 1.478 0.517 0.808
C -0.175 0.104 -0.873
C -1.047 -0.311 0.313
O 1.027 -0.037 1.876
P -0.059 -1.406 1.496
H 2.004 0.914 -1.056
H -0.805 0.741 -1.483
H -0.238 -0.702 -1.564
H -1.385 0.545 0.818
H -1.995 -0.924 0.136
```

Results of the Löwdin charge analysis, in e, for atoms 1 through 8:
1 C -0.135
2 C -0.214
3 C -0.286
4 C -0.429
5 O -0.363
6 P 1.020
7 H 0.080
8 H 0.103



two) # C4H5OP

An isolated molecule of C4H5OP (wB97M-V/def2-TZVPD, the OMol25 dataset).

Summary:
**HOMO energy**: -8.73 eV
**HOMO-LUMO gap**: 9.82 eV
**Total charge**: 0
**Structure (SMILES)**: CP1OC12C=C2

Structure (XYZ):
```
11
C4H5OP, DFT wB97M-V/def2-TZVPD
C 1.679 -0.656 0.880
P 0.000 -0.208 1.435
O 0.057 1.182 0.467
C -0.824 0.200 -0.062
C -1.172 0.077 -1.519
C -2.066 0.507 -0.656
H 2.141 0.345 0.967
H 1.842 -1.138 -0.160
H 2.066 -1.291 1.711
H -0.757 -0.161 -2.468
H -2.965 1.142 -0.595
```

Results of the Löwdin charge analysis, in e, for atoms 1 through 8:
1 C -0.319
2 P 0.941
3 O -0.332
4 C -0.683
5 C 0.078
6 C -0.015
7 H 0.034
8 H 0.076



Referenced to the most stable arrangement, the calculated values in hartree are one) 0.0090; two) 0.0000.